{"formula": "C7H10O2", "method": "ωB97M-V/def2-TZVPD", "homo_lumo_gap_ev": 9.1, "fmax_ev_per_a": 3.50, "smiles": "C=C=C(O)C(C)(C)C=O", "relative_energy_ev": 2.889, "total_charge": 0, "species": ["C", "C", "C", "O", "C", "C", "C", "C", "O", "H", "H", "H", "H", "H", "H", "H", "H", "H", "H"], "coordinates": [[2.25095, 1.29644, 1.40157], [1.32307, 0.45691, 1.04328], [0.07034, -0.06138, 1.01779], [-0.31056, -0.91107, 1.99679], [-0.50679, -0.17525, -0.35572], [-1.63776, -1.17351, -0.51046], [-0.76711, 1.17226, -1.00927], [0.94425, -0.78819, -0.83238], [1.13598, -1.97182, -0.98523], [2.02584, 2.22328, 1.91850], [3.29357, 1.11300, 1.17967], [-1.06743, -1.43419, 1.69897], [-2.50521, -0.90722, 0.09966], [-1.95405, -1.19179, -1.55232], [-1.30303, -2.18211, -0.26034], [0.09516, 1.82894, -0.91711], [-1.61566, 1.66549, -0.53461], [-0.99043, 1.03381, -2.06647], [1.51888, 0.00639, -1.33229]], "forces_ev_per_angstrom": [[0.2850, 0.0961, -0.1456], [-1.1753, 0.3521, 1.3880], [1.4494, -0.1827, 0.0844], [-0.2050, 0.1337, 0.1130], [1.3884, -0.4673, -0.3921], [0.2116, 0.0293, -0.0103], [-0.0481, -0.2485, 0.0675], [-2.7497, -0.4333, -2.1268], [0.2633, 0.5257, 0.6606], [-0.0810, -0.0006, 0.0425], [0.1070, -0.0160, -0.0604], [0.0996, 0.0984, -0.0015], [-0.0066, 0.0278, -0.0255], [-0.0558, -0.0347, -0.0017], [-0.0113, -0.0090, -0.0228], [0.0810, 0.0322, 0.0066], [-0.0492, 0.0458, -0.0152], [-0.0212, 0.0329, -0.0747], [0.5178, 0.0180, 0.5140]], "mulliken_charge": [-0.7752, 0.0726, -0.0674, -0.5309, 1.7898, -2.0446, -1.6346, -0.1018, -0.5607, 0.2545, 0.2656, 0.4091, 0.4105, 0.4058, 0.5065, 0.3934, 0.3775, 0.3900, 0.4399]}